(1)
Molecular formula: C3H6ClFN2O
Method: DFT, ωB97M-V with the def2-TZVPD basis set

```
14
Properties=species:S:1:pos:R:3:nbo_charge:R:1
C 0.3070 -0.2412 0.5786 -0.218
C -1.0643 -0.9382 0.3588 0.212
C 0.4658 0.9950 -0.5153 0.669
H 1.6978 -0.8114 -0.8972 0.427
H 2.2163 -1.2223 1.0636 0.387
H 0.3000 -0.0820 1.7066 0.236
H -1.0668 -1.2406 -0.7694 0.175
H -1.4403 1.8463 -0.3022 0.416
H -0.5208 2.4883 -1.6701 0.390
N 1.3404 -1.2471 0.2680 -0.893
N -0.3439 2.1238 -0.4485 -0.816
O 1.4204 0.8396 -1.3154 -0.591
F -2.1326 -0.1364 0.4850 -0.349
Cl -1.1791 -2.3738 1.4575 -0.045
```

Total energy in eV: -23472.8894
Maximum force in eV/Å: 6.92
2S+1: 1
Energy above the lowest of the compared OMol25 structures with the same formula, charge and spin in kcal per mole: 55.38



(2)
Molecular formula: C18H28I2MoN2O2P2
Method: DFT, ωB97M-V with the def2-TZVPD basis set

```
55
Properties=species:S:1:pos:R:3:mulliken_charge:R:1
Mo 0.1052 -0.9674 -0.1060 0.663
C -1.9665 -3.2337 -3.0027 -1.272
C -1.8845 -2.0723 -2.1050 0.712
O -0.7732 -1.9014 -1.4157 -0.693
C -2.9165 -1.1796 -1.8486 -1.006
C -2.9256 -0.2577 -0.8184 0.718
C -4.1882 0.4220 -0.4454 -1.328
N -1.7733 -0.0038 -0.0556 0.727
N -1.9770 0.8900 0.8805 -0.815
C -1.0244 0.8170 1.8205 0.299
O -0.0440 -0.0971 1.4998 -0.413
C -0.9842 1.5471 2.9970 0.738
C -1.9289 2.6067 3.1974 -0.310
C -1.9201 3.2957 4.3773 -0.870
C -1.0031 2.9433 5.3805 -0.290
C -0.0730 1.9004 5.2051 -0.866
C -0.0486 1.2118 4.0268 -0.115
H -2.1670 -4.1356 -2.4090 0.354
H -1.0293 -3.3989 -3.5333 0.312
H -2.7822 -3.1114 -3.7133 0.430
H -3.8390 -1.3141 -2.3989 0.500
H -5.0121 0.0864 -1.0678 0.477
H -4.0690 1.5061 -0.5460 0.346
H -4.4232 0.2463 0.6067 0.384
H -2.6392 2.8496 2.4185 0.494
H -2.6199 4.1029 4.5466 0.478
H -1.0130 3.4863 6.3188 0.475
H 0.6105 1.6509 6.0053 0.478
H 0.6513 0.3996 3.8803 0.449
C 0.1926 2.6459 -1.1931 -1.352
P 1.2297 1.2513 -0.7455 1.305
C 2.1912 1.6802 0.7241 -1.422
C 2.4794 1.0131 -2.0366 -0.761
C 3.3310 -0.2180 -1.7150 -1.040
P 2.2316 -1.6576 -1.5801 0.910
C 3.2512 -3.0850 -1.1637 -1.260
C 1.6717 -1.9229 -3.2850 -1.393
H 0.8544 3.5053 -1.3396 0.497
H -0.5209 2.8886 -0.4059 0.365
H -0.3379 2.4490 -2.1249 0.430
H 2.9619 2.3888 0.4083 0.519
H 2.6748 0.8153 1.1778 0.445
H 1.5596 2.1652 1.4680 0.382
H 3.0892 1.9219 -2.0557 0.620
H 1.9971 0.9363 -3.0134 0.466
H 3.9100 -0.0983 -0.7971 0.475
H 4.0463 -0.4092 -2.5189 0.606
H 3.9791 -3.2048 -1.9714 0.457
H 2.6473 -3.9895 -1.0946 0.421
H 3.7784 -2.9293 -0.2233 0.460
H 2.5343 -1.7842 -3.9413 0.546
H 0.8813 -1.2403 -3.5928 0.390
H 1.3300 -2.9523 -3.3964 0.350
I 1.2386 -3.0295 1.9231 0.290
I 0.4561 -5.4290 2.7977 0.239
```

Total energy in eV: -62787.4967
Maximum force in eV/Å: 1.11
2S+1: 1
Total charge: +4



(3)
Molecular formula: C2H6N4S2
Method: DFT, ωB97M-V with the def2-TZVPD basis set

```
14
Properties=species:S:1:pos:R:3:nbo_charge:R:1
C 0.0330 -0.5009 0.7017 0.357
C -0.9892 0.3121 -0.0646 0.361
H 1.8201 -2.7997 -0.0579 0.124
H 1.1802 -0.3201 -1.0091 0.358
H -1.0055 -0.8686 2.3667 0.350
H -2.4768 -0.2898 0.8869 0.347
H -1.6519 1.3129 -1.3092 0.435
H 1.5046 2.0877 -1.8972 0.107
N 1.2382 -0.3148 -0.1211 -0.691
N 0.0622 -0.9163 1.9172 -0.607
N -2.2032 0.2053 0.0916 -0.692
N -0.6673 1.2125 -0.9706 -0.785
S 2.5716 -1.4792 0.3358 0.116
S 0.5841 2.3592 -0.8701 0.219
```

Total energy in eV: -29798.0576
Maximum force in eV/Å: 11.56
2S+1: 1
SMILES: [H]/N=C(NS)\C(=N/[H])NS
Energy above the lowest of the compared OMol25 structures with the same formula, charge and spin in kcal per mole: 103.95